{
  "formula": "C20H58O16",
  "method": "ωB97M-V/def2-TZVPD",
  "elements": ["C", "C", "C", "O", "H", "H", "H", "H", "H", "H", "H", "H", "C", "C", "C", "O", "H", "H", "H", "H", "H", "H", "H", "H", "O", "C", "C", "O", "H", "H", "H", "H", "H", "H", "O", "C", "C", "O", "H", "H", "H", "H", "H", "H", "O", "C", "C", "O", "H", "H", "H", "H", "H", "H", "O", "C", "C", "O", "H", "H", "H", "H", "H", "H", "O", "C", "C", "O", "H", "H", "H", "H", "H", "H", "O", "C", "C", "O", "H", "H", "H", "H", "H", "H", "O", "C", "C", "O", "H", "H", "H", "H", "H", "H"],
  "positions_angstrom": [[-1.9452, -0.4749, 0.8873], [-1.4929, 0.0548, -0.4521], [-0.4755, 1.1441, -0.3035], [-0.9256, -1.0417, -1.2052], [-2.3904, 0.3330, 1.4837], [-1.1802, -0.8969, 1.5440], [-2.7380, -1.2282, 0.8417], [-2.3737, 0.4012, -1.0015], [-0.2466, 1.5974, -1.2733], [0.5075, 0.8063, 0.0453], [-0.8102, 1.9445, 0.3511], [-1.6647, -1.5634, -1.5337], [2.7586, 0.9838, 3.5698], [1.7380, -0.1175, 3.4396], [2.2613, -1.5262, 3.5934], [0.6590, 0.1058, 4.3696], [2.3821, 1.8933, 3.1004], [3.6789, 0.7572, 3.0248], [3.0073, 1.1718, 4.6168], [1.2636, -0.0058, 2.4610], [3.1592, -1.6527, 2.9820], [1.4923, -2.2308, 3.2854], [2.5430, -1.7528, 4.6239], [1.0308, 0.3238, 5.2309], [-3.9307, 4.4943, 0.9655], [-2.7421, 3.9561, 0.4575], [-2.4423, 4.4375, -0.9640], [-2.2261, 5.8440, -1.0256], [-3.8107, 5.4373, 1.1114], [-1.8374, 4.1608, 1.0440], [-2.8449, 2.8736, 0.3536], [-3.3167, 4.2041, -1.5822], [-1.5398, 3.9277, -1.2948], [-3.0697, 6.2956, -0.9372], [5.7414, 3.8501, 0.4837], [4.5275, 3.2144, 0.7735], [3.3248, 4.0574, 0.4592], [2.0983, 3.4185, 0.7806], [5.7831, 4.7539, 0.8082], [4.4865, 2.3100, 0.1522], [4.4729, 2.7895, 1.7849], [3.3506, 4.2917, -0.6129], [3.3368, 4.9977, 1.0127], [2.0747, 2.5471, 0.3657], [-4.1835, -4.1478, -3.7192], [-2.8713, -3.6960, -3.4209], [-2.1288, -4.6572, -2.5450], [-2.7176, -4.7307, -1.2424], [-4.6716, -3.3876, -4.0463], [-2.2706, -3.7099, -4.3467], [-2.8692, -2.6769, -3.0284], [-1.1278, -4.2264, -2.4326], [-2.0808, -5.6677, -2.9536], [-2.0518, -5.0367, -0.6225], [-2.1355, 0.0842, 4.3455], [-2.5653, -0.9875, 5.1626], [-1.7317, -1.2090, 6.4095], [-1.7933, -0.1388, 7.3369], [-1.1670, 0.1022, 4.3494], [-3.5725, -0.7016, 5.4823], [-2.5802, -1.9383, 4.6133], [-0.6751, -1.3367, 6.1696], [-2.0752, -2.1536, 6.8560], [-2.7201, 0.0883, 7.4612], [1.6366, 1.2711, -2.8945], [2.9918, 1.2673, -2.4400], [3.3910, -0.0008, -1.7774], [3.0465, 0.1074, -0.3733], [1.1209, 0.8099, -2.2232], [3.6004, 1.4910, -3.3154], [3.1510, 2.0759, -1.7147], [4.4773, -0.1321, -1.7950], [2.8993, -0.8606, -2.2343], [2.9010, -0.8007, -0.0723], [3.0517, -2.7860, -0.1630], [1.9752, -3.6135, 0.3463], [0.9515, -3.7947, -0.7455], [1.3465, -4.8142, -1.6735], [3.8817, -3.1911, 0.1036], [2.3930, -4.5744, 0.6367], [1.4735, -3.0955, 1.1655], [0.7455, -2.8473, -1.2490], [0.0207, -4.1629, -0.3126], [2.0193, -4.4372, -2.2482], [-3.0808, -0.0602, -3.8776], [-2.8460, -0.1252, -5.2852], [-1.4126, 0.1948, -5.6279], [-1.3078, 0.1971, -7.0425], [-3.1981, 0.8822, -3.7195], [-3.0640, -1.1513, -5.6068], [-3.5996, 0.4520, -5.8281], [-0.7250, -0.5387, -5.1981], [-1.1463, 1.1774, -5.2108], [-0.3803, 0.3010, -7.2697]],
  "atomic_forces_ev_per_a": [[-0.93, 0.34, 1.16], [-0.10, -1.29, 0.37], [0.79, 0.54, -0.72], [0.28, 0.48, -0.15], [0.09, 0.00, -0.09], [0.39, 0.09, -0.42], [0.11, -0.03, -0.43], [0.06, 0.26, 0.02], [-0.34, 0.15, 0.03], [-0.29, -0.38, 0.30], [-0.08, -0.07, 0.11], [0.01, -0.05, -0.04], [0.38, 0.26, -0.32], [-0.52, 0.20, 0.06], [0.34, 0.00, -0.04], [0.09, -0.04, -0.13], [-0.12, 0.12, 0.31], [-0.02, -0.20, 0.13], [0.07, 0.02, -0.01], [0.00, -0.17, -0.02], [-0.14, -0.14, -0.09], [0.03, -0.15, 0.04], [-0.04, 0.12, 0.05], [0.02, 0.03, 0.03], [-0.23, 0.03, 0.23], [0.87, -0.10, -1.21], [-0.79, 0.32, 0.56], [0.38, -0.02, 0.10], [0.10, -0.01, 0.09], [-0.31, 0.07, 0.39], [-0.28, -0.01, 0.43], [0.24, -0.31, -0.20], [0.02, 0.14, -0.31], [-0.05, -0.09, -0.08], [0.59, 0.04, -0.28], [-0.21, -1.05, 0.18], [-0.45, 0.12, -0.47], [0.03, -0.09, 0.23], [-0.28, -0.06, 0.20], [0.12, 0.20, -0.13], [0.10, 0.52, 0.22], [0.03, 0.18, 0.06], [0.00, 0.01, 0.05], [0.11, -0.01, -0.05], [0.08, 0.17, 0.23], [0.20, -0.57, -0.92], [0.03, 0.30, 1.16], [-0.24, 0.25, -0.02], [-0.13, -0.07, -0.02], [-0.10, 0.35, -0.01], [-0.05, -0.03, 0.18], [0.14, -0.33, -0.31], [0.05, 0.12, -0.36], [0.00, -0.11, -0.03], [-0.06, -0.15, 0.12], [0.28, 0.48, 0.03], [-0.10, -0.16, 0.07], [0.04, -0.04, -0.01], [0.07, 0.03, -0.14], [-0.15, -0.39, -0.11], [-0.21, 0.06, -0.07], [-0.02, 0.01, -0.12], [0.02, 0.08, 0.12], [0.01, 0.07, 0.03], [0.31, -0.18, 0.19], [-0.43, 0.76, -0.48], [0.57, -0.21, 1.14], [-0.47, -0.19, -0.48], [-0.11, -0.02, -0.08], [0.06, -0.12, -0.01], [0.03, 0.06, -0.11], [0.00, -0.05, -0.42], [0.03, -0.04, -0.03], [0.09, -0.07, 0.12], [-0.20, -0.26, 0.20], [-0.03, 0.65, -0.54], [0.14, -0.79, -0.29], [-0.01, 0.37, 0.02], [0.04, 0.15, -0.03], [-0.25, -0.09, 0.24], [0.27, -0.08, 0.26], [0.00, 0.04, 0.11], [-0.03, 0.14, 0.12], [0.04, -0.04, -0.04], [0.03, 0.34, -0.38], [-0.51, -1.24, -0.03], [0.11, 0.54, -0.10], [0.02, 0.01, -0.09], [-0.02, -0.06, 0.47], [0.17, -0.01, 0.21], [0.41, 0.47, -0.06], [-0.18, -0.07, 0.19], [0.00, -0.06, -0.03], [-0.01, 0.01, -0.08]],
  "lowdin_charge": [-0.052, -0.461, -0.050, -0.061, 0.078, 0.075, 0.086, 0.134, 0.073, 0.071, 0.073, 0.064, -0.044, -0.463, -0.046, -0.070, 0.075, 0.080, 0.088, 0.128, 0.080, 0.067, 0.087, 0.100, -0.042, -0.271, -0.241, -0.064, 0.085, 0.126, 0.103, 0.120, 0.109, 0.077, -0.046, -0.276, -0.252, -0.068, 0.088, 0.106, 0.112, 0.121, 0.125, 0.051, -0.043, -0.258, -0.238, -0.062, 0.082, 0.124, 0.102, 0.097, 0.128, 0.065, -0.077, -0.253, -0.263, -0.060, 0.035, 0.119, 0.117, 0.106, 0.116, 0.084, -0.067, -0.232, -0.219, -0.100, 0.037, 0.125, 0.100, 0.123, 0.122, 0.043, -0.083, -0.190, -0.239, -0.064, 0.097, 0.129, 0.100, 0.108, 0.110, 0.085, -0.077, -0.249, -0.252, -0.063, 0.083, 0.117, 0.126, 0.123, 0.123, 0.086],
  "fmax_ev_per_a": 1.53,
  "total_energy_ha": -2000.509269,
  "e_homo_ev": -9.776,
  "smiles": "CC(C)O.CC(C)O.OCCO.OCCO.OCCO.OCCO.OCCO.OCCO.OCCO",
  "homo_lumo_gap_ev": 10.0,
  "e_above_lowest_kj_mol": 28.46,
  "molar_mass_g_mol": 554.67
}